# 1
37
Properties=species:S:1:pos:R:3:forces:R:3:lowdin_charge:R:1 method="wB97M-V/def2-TZVPD" mol_weight_g_mol=217.19 largest_force_ev_per_a=8.997 energy_ev=-24966.6483 total_charge=+1 gap_ev=11.03 e_above_lowest_kj_mol=422.9
O -1.30303 2.47241 -2.39435 1.892 1.007 1.693 -0.002
H 0.70768 -1.91028 3.73408 0.379 -0.395 1.284 0.017
H -0.73606 -0.70750 1.10766 -1.409 -0.568 -1.967 0.000
O 2.09841 -0.75115 0.30342 -1.243 -1.092 1.006 0.048
H 1.31544 -0.74075 -0.46763 1.117 0.164 1.541 0.045
H 2.05806 0.27500 0.54815 -0.328 -0.801 -0.304 0.077
O 1.79605 -3.55305 -1.41004 -0.245 0.259 -2.788 -0.083
H -1.40765 -0.11722 -3.37493 -0.512 -0.636 0.239 0.015
O 1.25272 1.45126 0.41756 -1.694 1.694 2.654 -0.110
H 1.77118 -3.81141 -2.39363 0.114 -0.052 2.216 0.088
H 0.63824 1.92185 1.12480 2.048 -1.196 -1.898 0.131
O 0.36338 -0.25945 -1.35046 4.071 2.182 -3.969 -0.044
H -0.42001 -0.77047 2.48968 1.441 0.571 -1.325 0.015
H -0.12145 0.44349 -0.97306 -1.450 0.937 1.771 0.014
O -2.37268 -0.22764 -3.33288 -0.489 -1.164 2.137 -0.086
H -2.68627 -2.40985 -0.45929 -1.616 -2.573 -4.651 -0.022
H -2.60247 -0.79607 -2.49749 1.033 1.693 -2.441 0.093
O 0.19279 3.75754 1.03626 -1.568 1.076 -1.128 -0.093
H -0.32863 3.68455 0.16380 0.992 0.617 2.134 0.086
H -0.74775 1.69361 -2.43991 -1.391 -0.875 -0.823 0.005
O -1.19005 -1.20626 3.71107 4.288 1.995 0.081 0.071
H -0.08361 4.60218 1.49618 0.285 -1.452 -0.973 0.097
H -1.70750 -1.90778 3.86190 -3.268 -4.000 0.885 0.036
O -0.05356 -0.35038 1.63133 -0.171 -0.118 2.508 -0.074
H 1.72800 -2.59399 -1.55130 0.132 -0.287 0.527 -0.005
H 1.60038 -3.20231 3.15152 0.075 0.090 1.107 0.061
O 1.04685 -2.43636 3.02645 0.039 -0.078 -2.405 -0.034
H 1.52332 -1.11504 1.09967 1.059 0.567 -1.254 0.136
H 1.16298 0.49403 -1.73789 -2.974 -3.104 1.032 0.226
O -2.44357 -1.97698 0.26971 0.919 4.474 2.859 0.049
H 1.47710 2.10838 -0.24702 0.106 0.667 -0.082 0.012
H -2.10665 2.45850 -2.87896 -0.918 -0.754 -0.959 0.069
O 1.27986 2.60340 -1.82977 -6.987 -5.475 1.463 -0.002
H -1.66227 -0.43254 3.57804 -2.017 2.179 0.149 0.065
H 0.29895 2.75002 -2.16071 2.854 0.953 0.590 0.084
H -2.17689 -2.63927 0.84549 0.837 -1.940 1.857 0.023
H 1.83871 3.19951 -2.09746 4.600 5.437 -2.763 -0.010


# 2
38
Properties=species:S:1:pos:R:3:forces:R:3:lowdin_charge:R:1 method="wB97M-V/def2-TZVPD" mol_weight_g_mol=233.19 largest_force_ev_per_a=14.796 energy_ev=-27022.1502 total_charge=-1 gap_ev=9.67 e_above_lowest_kj_mol=504.1
O 2.58672 -2.99784 -1.49271 -0.141 1.062 -1.176 -0.068
H 1.30895 -1.17625 3.68034 -0.108 -3.801 -0.437 0.079
H 0.89983 -4.01743 -0.58158 0.710 -0.598 -0.091 0.000
O -0.26983 -1.24591 0.23594 0.497 -0.778 -1.220 -0.048
H -0.13758 -0.62923 0.94434 -0.288 0.401 0.785 0.010
H 1.34879 -2.28883 2.65258 0.012 -0.311 -0.806 -0.019
O -0.61352 1.34037 -0.42544 -7.003 -7.865 5.648 -0.143
H 0.42260 0.71210 -1.37611 -0.600 -0.442 0.138 -0.029
O 2.87312 -0.20207 0.67323 2.626 1.069 -4.413 -0.078
H 2.77202 0.61256 0.10056 0.646 -1.546 0.378 0.066
H 2.16433 -0.02308 1.23783 -1.807 -0.096 2.238 -0.127
O -2.74331 -0.97392 1.63677 -0.523 0.640 -1.794 -0.082
H 2.94809 -2.52348 -0.74230 0.120 0.296 0.477 0.022
H -2.92939 -0.51143 0.77465 -0.185 0.487 1.275 0.026
O -0.17038 1.89473 1.85743 0.090 -0.830 0.385 -0.198
H -0.37753 1.51919 0.75446 0.023 0.519 -0.301 -0.021
H -1.03926 1.71958 2.21187 -0.549 0.132 0.429 0.014
O 1.29106 -2.25719 3.60034 0.014 3.574 1.227 -0.151
H -2.10098 -0.68644 -1.09964 -0.262 0.711 -0.043 0.032
H 0.61904 -0.18578 -2.50849 -7.463 -9.605 -8.424 -0.124
O -0.02019 -4.21718 -0.76551 0.638 -1.659 0.144 -0.048
H -2.32536 -1.70071 1.17332 0.642 -0.889 0.664 0.008
H 0.67060 0.76474 2.46716 1.853 0.713 0.237 0.065
O 1.01700 0.34569 -2.05995 8.407 9.186 7.464 0.044
H 0.24119 -0.80283 -0.47131 -0.203 -0.459 0.413 0.025
H -1.85463 3.18619 -2.84153 -3.051 3.762 3.935 -0.080
O -1.93669 3.81468 -1.04868 -3.102 0.339 -0.200 -0.049
H -0.10718 1.86416 -0.79212 7.315 9.166 -5.409 -0.144
H -1.10448 3.89588 -0.63588 1.067 -0.237 1.292 0.019
O 1.58836 0.20801 2.57134 -0.611 1.028 2.849 -0.181
H 2.33237 0.58700 3.15412 -2.232 -0.354 -1.516 0.126
H -0.51268 2.72754 -3.14903 3.846 0.345 1.039 -0.021
O -1.38429 2.64989 -3.34513 -0.664 -4.485 -5.394 0.040
H -2.25529 0.64689 -1.73247 2.502 3.240 -1.836 -0.054
H -0.27732 -3.33024 -0.81521 -1.452 2.212 -0.066 -0.040
O -2.73381 0.03565 -1.28483 -2.602 -4.152 1.937 -0.034
H -2.64051 3.50079 -0.41725 1.757 0.332 -0.750 0.097
H 2.45016 -2.25577 -2.14112 0.079 -1.110 0.924 0.064


# 3
40
Properties=species:S:1:pos:R:3:forces:R:3:lowdin_charge:R:1 method="wB97M-V/def2-TZVPD" mol_weight_g_mol=238.20 largest_force_ev_per_a=1.046 energy_ev=-27120.6704 gap_ev=10.62 e_above_lowest_kj_mol=0.0
He -0.51836 0.10337 0.21952 0.103 -0.075 -0.047 0.184
O 1.40166 3.30866 -0.89712 0.643 -0.200 0.392 -0.049
H 0.61253 3.33746 -1.43812 -0.651 -0.268 -0.392 -0.011
H 2.03007 3.86311 -1.35963 0.215 0.267 0.027 0.045
O -0.72794 2.63201 -2.47411 -0.184 0.461 0.143 -0.037
H -0.71590 1.81738 -2.97656 0.231 -0.940 -0.217 0.024
H -1.22404 3.24282 -3.01911 -0.214 0.259 -0.093 0.072
O 1.43872 -3.08906 -0.30166 -0.211 -0.551 0.010 -0.041
H 0.98573 -2.88474 -1.11975 -0.186 0.047 -0.169 0.043
H 1.80611 -2.25279 -0.01543 0.553 0.825 0.123 0.000
O 1.14237 0.51241 2.65844 0.284 0.834 0.422 -0.064
H 1.62737 0.09504 1.94654 0.461 -0.176 -0.270 -0.009
H 0.42414 -0.09188 2.84609 -0.464 -0.464 -0.018 -0.014
O -0.86994 2.25369 1.92099 -0.794 0.475 -0.185 -0.063
H -0.51632 3.07503 1.57954 0.089 0.297 -0.050 0.048
H -0.10480 1.78051 2.24795 0.819 -0.626 0.176 -0.012
O -0.57820 -0.25430 -3.29869 0.403 0.690 -0.560 -0.052
H 0.04434 -0.85158 -3.71333 0.181 0.046 -0.185 0.039
H -1.03058 -0.79228 -2.64895 -0.585 -0.359 0.689 -0.025
O 0.48929 -3.62038 2.28811 -0.374 0.235 0.755 -0.040
H -0.17143 -4.26387 2.03198 -0.082 -0.309 -0.080 0.055
H 0.83748 -3.29109 1.45952 0.352 -0.195 -0.806 -0.010
O -1.92725 -1.74795 -1.44427 0.354 -0.294 -0.441 -0.049
H -1.85994 -2.69844 -1.35330 -0.070 -0.234 -0.052 0.054
H -2.33842 -1.45746 -0.63016 -0.486 0.455 0.755 0.007
O -0.95226 -1.24438 2.70245 -0.497 0.772 0.091 -0.049
H -0.57370 -2.03353 2.31494 0.419 -0.785 -0.010 0.014
H -1.00406 -1.43777 3.63848 -0.147 -0.165 0.302 0.080
O -2.57790 1.85117 -0.20543 -0.858 -0.233 -0.351 -0.077
H -2.06819 1.98831 -1.00395 0.180 0.062 -0.341 -0.008
H -1.92806 1.85301 0.49737 0.529 0.157 0.762 -0.044
O -3.33079 -0.72159 1.15919 -0.231 -0.627 -0.462 -0.061
H -2.54718 -0.70439 1.70863 0.433 -0.048 0.481 -0.020
H -3.32685 0.12315 0.70904 -0.073 0.666 -0.326 -0.001
O 2.81872 -0.71335 0.68981 -0.378 -0.606 0.428 -0.038
H 2.86609 -0.06168 -0.00969 0.147 0.462 -0.769 0.007
H 3.70849 -1.06010 0.75544 0.246 -0.083 0.187 0.075
O 2.94733 0.82734 -1.60280 0.197 -0.372 -0.065 -0.039
H 2.27625 1.49970 -1.48528 -0.573 0.681 0.257 0.010
H 3.43557 1.10826 -2.37671 0.218 -0.081 -0.110 0.056


# 4
40
Properties=species:S:1:pos:R:3:forces:R:3:lowdin_charge:R:1 method="wB97M-V/def2-TZVPD" mol_weight_g_mol=238.20 largest_force_ev_per_a=1.022 energy_ev=-27119.6819 gap_ev=10.51 e_above_lowest_kj_mol=95.4
He 10.59650 6.01947 -11.55909 0.016 0.160 0.021 0.194
O 12.92945 6.98013 -9.47230 0.132 0.079 -0.181 -0.026
H 12.34673 7.36773 -8.81928 -0.288 0.332 0.183 0.067
H 13.71530 6.74100 -8.98090 0.381 -0.031 0.235 0.067
O 9.20779 4.57787 -9.58396 -0.004 0.305 0.581 -0.057
H 9.30713 4.59628 -10.53581 0.153 -0.079 -0.821 -0.024
H 8.39633 4.09197 -9.43671 -0.089 -0.275 0.158 0.063
O 8.46064 7.53362 -9.02151 -0.333 0.173 0.376 -0.060
H 8.57507 7.85243 -9.91677 0.295 0.269 -0.355 -0.021
H 8.73640 6.61764 -9.05587 0.217 -0.533 -0.040 -0.014
O 13.03827 4.72769 -12.11459 0.219 -0.296 -0.833 -0.070
H 12.72680 4.65587 -11.21234 -0.354 -0.447 0.794 -0.025
H 13.13480 5.66869 -12.26096 0.076 0.449 -0.236 -0.013
O 13.69984 7.45651 -12.37280 -0.119 0.152 -0.134 -0.039
H 14.24500 7.51095 -11.58790 -0.008 0.003 0.377 0.046
H 14.03562 8.14528 -12.94646 0.161 0.109 -0.362 0.064
O 7.74431 6.18245 -11.70960 0.029 0.270 -0.191 -0.052
H 7.14761 6.08808 -10.96713 -0.157 0.092 0.433 0.053
H 7.43824 5.53723 -12.34698 0.041 -0.325 -0.353 0.062
O 11.09353 8.83624 -13.33480 0.544 0.050 -0.864 -0.066
H 11.88433 8.45577 -12.95254 0.183 -0.289 0.127 -0.017
H 10.50046 8.95302 -12.59260 -0.398 -0.061 0.299 -0.050
O 9.26863 6.26548 -15.18056 -0.037 -0.465 -0.165 -0.052
H 9.33278 6.44953 -14.24341 0.216 0.205 0.289 0.005
H 8.66907 6.93220 -15.51558 -0.086 0.270 -0.052 0.029
O 9.42212 9.23608 -11.34200 -0.192 -0.133 0.539 -0.027
H 8.60309 9.54994 -11.72529 -0.533 0.049 -0.462 0.050
H 9.83271 10.02034 -10.97787 0.143 0.245 0.282 0.078
O 7.11662 8.55706 -13.29617 0.137 0.519 -0.185 -0.044
H 7.27896 7.81599 -12.71248 0.217 -0.624 0.379 -0.020
H 6.16472 8.58170 -13.39370 -0.235 0.114 -0.073 0.041
O 10.12991 3.60244 -12.40375 -0.697 0.002 0.420 -0.072
H 9.81879 3.23009 -13.22885 0.034 -0.081 -0.250 0.041
H 11.05880 3.77749 -12.55460 0.626 0.199 -0.114 -0.011
O 12.09108 4.38417 -9.54991 0.352 -0.568 0.038 -0.054
H 11.14577 4.31938 -9.41419 -0.582 -0.241 0.055 0.005
H 12.30334 5.29149 -9.33095 0.065 0.454 0.001 -0.017
O 12.30353 3.84529 -14.82923 -0.158 -0.316 -0.307 -0.052
H 12.77236 4.20729 -14.07731 0.240 0.053 0.562 -0.011
H 11.93269 4.60906 -15.27122 -0.207 0.211 -0.172 0.029


# 5
38
Properties=species:S:1:pos:R:3:forces:R:3:lowdin_charge:R:1 method="wB97M-V/def2-TZVPD" mol_weight_g_mol=216.20 largest_force_ev_per_a=9.376 energy_ev=-24426.2836 total_charge=+1 gap_ev=10.82 e_above_lowest_kj_mol=382.9
N -0.00366 0.43200 -0.25658 6.572 -4.499 -4.947 0.329
H -0.12966 -0.60100 -0.47358 -0.332 1.682 -0.121 0.138
H -0.59366 1.04200 -0.59858 -4.748 3.122 -3.177 0.022
H 0.94734 0.71500 -0.85158 -2.122 -0.929 2.804 0.208
H -0.16666 0.53000 0.65642 1.005 0.516 5.406 0.018
O -0.15766 1.81700 2.99542 -0.330 2.259 -3.721 0.006
H 0.17634 1.58100 3.78442 0.887 -2.619 5.017 -0.025
H 0.49734 2.53800 2.95542 -0.706 0.310 -1.240 0.051
O 2.20934 -1.64900 -0.96358 1.604 -2.768 3.044 -0.095
H 1.72034 -1.95400 -1.69558 -1.319 -0.406 -1.951 -0.060
H 2.40934 -2.59900 -0.54958 -0.365 3.262 -1.006 0.126
O -2.20266 -0.42800 -2.09458 -1.984 2.749 0.497 -0.066
H -2.36966 -1.07100 -2.75758 0.162 -1.251 -1.099 0.024
H -2.96066 0.22800 -2.28458 1.781 -1.420 0.511 0.104
O -2.48266 -1.42400 1.68942 0.620 0.869 0.345 -0.126
H -1.81766 -1.67600 2.41542 -1.515 1.528 -1.707 0.071
H -2.63566 -0.43000 1.48042 1.016 -2.283 1.129 0.039
O -2.71966 1.49700 0.70242 -1.202 0.542 0.969 -0.117
H -3.17366 1.86500 1.56342 0.867 -0.810 -3.081 0.131
H -3.26166 1.58500 -0.13758 0.388 0.175 2.207 0.078
O 1.75934 1.33600 -2.98358 -0.394 1.399 1.573 -0.048
H 1.70034 2.28700 -3.22358 0.150 -1.309 -0.321 0.067
H 1.84534 0.77100 -3.73558 0.094 -0.105 -0.952 0.033
O -2.05966 -3.10700 -0.94958 0.236 1.048 1.338 -0.092
H -2.50966 -2.21700 -0.89858 0.711 -1.313 0.081 0.037
H -1.61266 -3.18000 -0.06258 -0.951 0.123 -1.119 0.068
O 0.81334 -1.20200 2.00342 -1.959 1.357 5.130 -0.101
H 1.72834 -1.35500 2.02642 2.395 -0.469 -0.930 -0.012
H 0.77834 -0.94900 3.07742 -0.524 -0.906 -4.283 0.154
O 1.63334 3.14600 0.61942 -0.360 -0.108 -0.493 -0.022
H 2.29334 3.58500 0.08442 0.269 0.259 -0.449 0.075
H 1.62934 3.65900 1.41842 -0.154 0.584 0.561 0.052
O 0.14634 -2.58500 -2.54958 2.150 -1.706 -5.226 -0.079
H 0.15534 -3.35000 -3.29258 0.531 2.962 1.922 0.158
H -0.42266 -3.05500 -2.01958 -2.800 -1.177 3.015 -0.063
O 3.12534 1.13200 1.45442 1.953 -2.685 -4.198 0.027
H 3.02134 1.21200 2.32342 -0.345 0.148 5.792 -0.042
H 2.69034 1.87400 1.12842 -1.284 1.871 -1.319 -0.066


# 6
39
Properties=species:S:1:pos:R:3:forces:R:3:lowdin_charge:R:1 method="wB97M-V/def2-TZVPD" mol_weight_g_mol=234.20 largest_force_ev_per_a=4.199 energy_ev=-27039.6359 gap_ev=10.13 e_above_lowest_kj_mol=223.0
O 0.73995 -1.75526 -3.71372 0.139 -1.088 -0.236 -0.057
H 0.85595 -2.69926 -3.90872 -0.119 0.486 -0.464 0.074
H 0.71495 -1.77426 -2.75172 -0.121 0.175 0.438 -0.007
O -1.57605 -2.21326 0.34028 0.147 -0.178 -0.002 -0.038
H -1.17705 -2.66226 -0.41772 -0.180 0.128 0.132 0.047
H -1.03705 -2.47026 1.09828 -0.086 -0.046 -0.065 0.049
O 0.00995 2.80874 -0.95772 -0.372 1.043 -0.054 -0.042
H 0.20795 2.04774 -0.42872 0.314 -0.900 0.808 -0.023
H 0.16495 2.51374 -1.84872 -0.018 -0.120 -0.565 -0.004
O 0.34795 2.60174 2.27228 0.550 -1.068 0.424 -0.034
H 0.18995 3.50474 2.07628 -0.176 1.341 -0.273 0.019
H -0.40405 2.14774 1.89528 -0.401 -0.214 -0.168 -0.027
O 0.52895 0.71174 -2.85072 0.543 -0.338 -0.606 -0.051
H 1.45895 0.91474 -2.94472 0.469 0.772 0.504 0.065
H 0.55795 -0.04226 -3.46372 -0.906 -0.073 -0.175 0.020
O 1.45795 -1.89926 -1.10572 -0.615 -0.330 0.997 -0.032
H 2.15795 -2.45026 -1.39372 1.554 -0.578 -1.176 0.063
H 1.37895 -2.28826 -0.22372 -0.494 0.478 0.437 0.081
O 2.77695 -1.24226 2.63628 0.081 -0.859 0.566 -0.055
H 2.82395 -0.76626 1.82328 0.297 0.635 -1.173 -0.036
H 2.18695 -0.69226 3.14928 -0.436 0.303 0.481 -0.005
O -2.46405 1.49974 1.81128 0.249 0.553 -0.386 -0.015
H -2.83905 0.71074 2.16828 -0.212 -1.099 0.641 0.037
H -3.17405 1.76474 1.22528 -0.008 0.429 -0.280 0.038
O -4.33905 -0.38026 -0.36472 -0.184 -0.649 0.499 -0.055
H -3.42705 -0.44526 -0.68172 -0.116 0.171 -0.109 -0.014
H -4.63405 0.52574 -0.38372 0.081 0.325 -0.302 0.018
O 3.65695 0.33174 0.18628 0.787 -0.130 1.356 -0.022
H 3.37895 0.51474 -0.68672 -0.583 0.303 -1.397 0.007
H 4.29195 1.03274 0.39528 -0.253 -0.254 0.078 0.066
O 0.32095 -0.15526 3.97928 0.456 -1.096 0.762 -0.027
H -0.23805 0.16374 3.29528 -0.566 1.078 -1.057 -0.007
H 0.15895 -1.10526 3.90428 0.233 -0.006 0.350 0.049
O 0.29595 0.02274 0.45328 -0.540 0.198 0.312 -0.058
H -0.64805 -0.21726 0.42128 0.297 0.100 -0.127 0.017
H 0.67195 -0.47526 -0.27772 0.074 0.287 -0.102 -0.019
O -1.94605 0.30374 -1.60872 -3.831 -1.089 1.330 -0.012
H -2.31005 1.09674 -1.20772 0.330 0.260 -0.120 0.051
H -1.12205 0.51574 -1.91072 3.616 1.050 -1.278 -0.060


Number 1: highest occupied orbital energy -14.037 eV, LUMO energy -0.1104 Ha. Number 2: highest occupied orbital energy -6.960 eV, LUMO energy 0.0997 Ha. Number 3: highest occupied orbital energy -10.575 eV, LUMO energy 0.0016 Ha. Number 4: highest occupied orbital energy -10.549 eV, LUMO energy -0.0016 Ha. Number 5: highest occupied orbital energy -13.761 eV, LUMO energy -0.1081 Ha. Number 6: highest occupied orbital energy -10.599 eV, LUMO energy -0.0171 Ha.